{
  "formula": "C45H80O21S7",
  "method": "ωB97M-V/def2-TZVPD",
  "symbols": ["C", "C", "O", "S", "C", "O", "O", "H", "H", "H", "H", "H", "H", "H", "H", "C", "C", "O", "S", "C", "O", "O", "H", "H", "H", "H", "H", "H", "H", "H", "C", "C", "O", "S", "C", "O", "O", "H", "H", "H", "H", "H", "H", "H", "H", "C", "C", "O", "S", "C", "O", "O", "H", "H", "H", "H", "H", "H", "H", "H", "C", "C", "O", "S", "C", "O", "O", "H", "H", "H", "H", "H", "H", "H", "H", "C", "C", "O", "S", "C", "O", "O", "H", "H", "H", "H", "H", "H", "H", "H", "C", "C", "O", "S", "C", "O", "O", "H", "H", "H", "H", "H", "H", "H", "H", "C", "C", "C", "C", "C", "C", "H", "H", "H", "H", "H", "H", "C", "C", "C", "C", "C", "C", "H", "H", "H", "H", "H", "H", "C", "C", "C", "C", "C", "C", "H", "H", "H", "H", "H", "H", "C", "C", "C", "C", "C", "C", "H", "H", "H", "H", "H", "H"],
  "coordinates": [[1.036, 2.592, 3.518], [-0.167, 2.481, 4.376], [-1.079, 1.517, 3.771], [-2.494, 1.156, 4.530], [-1.875, -0.290, 5.506], [-2.824, 2.233, 5.466], [-3.500, 0.737, 3.540], [1.762, 3.202, 4.055], [0.983, 2.840, 2.458], [1.338, 1.545, 3.557], [0.191, 2.046, 5.309], [-0.576, 3.468, 4.593], [-1.529, -0.963, 4.722], [-2.760, -0.714, 5.980], [-1.039, 0.128, 6.066], [-2.080, 5.930, 3.307], [-1.367, 5.478, 1.939], [-2.397, 4.800, 1.223], [-2.103, 4.229, -0.337], [-1.118, 2.650, 0.076], [-3.362, 3.786, -1.087], [-1.259, 5.222, -0.970], [-1.378, 6.442, 3.965], [-2.458, 5.127, 3.939], [-2.952, 6.500, 2.983], [-1.107, 6.333, 1.316], [-0.467, 4.921, 2.203], [-0.392, 2.951, 0.832], [-0.595, 2.305, -0.816], [-1.829, 2.007, 0.595], [0.953, -0.699, -6.042], [2.278, -1.195, -6.629], [2.416, -0.499, -7.859], [3.771, -0.826, -8.810], [3.199, -2.357, -9.606], [3.827, 0.212, -9.846], [4.949, -1.077, -7.986], [0.045, -1.193, -6.390], [0.930, 0.367, -6.270], [1.016, -0.686, -4.954], [3.084, -0.747, -6.048], [2.271, -2.279, -6.741], [2.264, -2.091, -10.098], [3.161, -3.096, -8.806], [3.990, -2.477, -10.346], [5.182, 0.206, 2.745], [6.324, 1.175, 3.065], [6.589, 2.025, 1.977], [7.820, 3.143, 2.075], [9.349, 2.142, 1.557], [7.577, 4.119, 1.071], [8.069, 3.544, 3.472], [4.715, -0.205, 3.640], [5.621, -0.596, 2.151], [4.393, 0.541, 2.071], [6.073, 1.832, 3.898], [7.157, 0.619, 3.495], [10.192, 2.832, 1.595], [9.186, 1.764, 0.548], [9.512, 1.334, 2.271], [-7.028, 4.119, -0.850], [-7.546, 2.798, -1.349], [-6.395, 2.111, -1.984], [-5.643, 0.957, -0.989], [-4.304, 0.672, -2.128], [-5.178, 1.519, 0.278], [-6.499, -0.213, -0.941], [-6.226, 4.439, -1.514], [-6.561, 3.947, 0.120], [-7.728, 4.926, -0.630], [-7.935, 2.118, -0.592], [-8.352, 2.943, -2.068], [-3.974, 1.661, -2.447], [-4.653, 0.025, -2.933], [-3.459, 0.183, -1.644], [3.439, -2.485, 1.635], [2.513, -2.713, 2.711], [3.298, -2.610, 3.846], [2.543, -1.995, 5.247], [1.856, -3.635, 5.830], [3.632, -1.587, 6.110], [1.419, -1.066, 4.872], [4.311, -3.139, 1.656], [3.880, -1.489, 1.667], [3.039, -2.749, 0.656], [1.640, -2.064, 2.649], [2.114, -3.727, 2.690], [1.498, -3.450, 6.843], [2.738, -4.274, 5.867], [1.163, -3.932, 5.043], [-5.947, -0.247, 6.381], [-6.422, -0.912, 5.132], [-5.345, -1.654, 4.573], [-5.740, -2.614, 3.256], [-5.875, -1.340, 1.833], [-4.604, -3.472, 3.020], [-7.078, -3.134, 3.456], [-6.208, -1.003, 7.121], [-6.596, 0.578, 6.674], [-4.906, 0.077, 6.411], [-7.297, -1.555, 5.233], [-6.671, -0.125, 4.421], [-4.980, -1.317, 1.212], [-5.888, -0.369, 2.329], [-6.729, -1.551, 1.189], [-6.908, -2.972, -2.984], [-7.128, -3.541, -1.723], [-6.116, -3.895, -0.867], [-4.787, -3.737, -1.324], [-4.523, -3.110, -2.542], [-5.547, -2.765, -3.455], [-7.782, -2.647, -3.528], [-8.155, -3.753, -1.468], [-6.280, -4.445, 0.049], [-3.984, -4.019, -0.659], [-3.470, -3.016, -2.762], [-5.310, -2.278, -4.390], [3.534, -5.758, -2.241], [4.094, -5.063, -3.330], [3.402, -4.147, -4.020], [2.034, -3.949, -3.642], [1.458, -4.586, -2.582], [2.253, -5.450, -1.761], [4.182, -6.421, -1.687], [5.122, -5.232, -3.617], [3.849, -3.513, -4.772], [1.454, -3.193, -4.151], [0.453, -4.331, -2.278], [1.827, -5.853, -0.853], [-1.007, -1.100, -0.795], [-1.169, -0.643, 0.499], [-0.083, -0.048, 1.201], [1.156, 0.175, 0.536], [1.311, -0.116, -0.845], [0.178, -0.776, -1.474], [-1.787, -1.672, -1.276], [-2.166, -0.678, 0.911], [-0.224, 0.195, 2.244], [2.001, 0.660, 1.001], [2.211, 0.109, -1.398], [0.361, -1.009, -2.513], [4.754, 2.002, -4.031], [5.650, 2.545, -4.939], [6.621, 3.423, -4.469], [6.866, 3.565, -3.137], [6.012, 2.902, -2.192], [4.990, 2.135, -2.683], [3.920, 1.476, -4.471], [5.552, 2.466, -6.011], [7.269, 3.977, -5.132], [7.754, 4.160, -2.981], [6.027, 3.160, -1.143], [4.300, 1.626, -2.026]],
  "forces_ev_per_angstrom": [[0.8000, -1.4464, -0.1007], [-0.5536, 0.4416, 0.5261], [-1.3933, 0.5451, 0.1501], [-0.8921, -0.0072, 0.4786], [-0.7117, 1.1569, -1.9553], [0.5592, -1.2878, -1.3822], [2.4321, 0.7787, 1.5569], [0.1228, 0.0017, -0.2578], [-0.4894, 0.4396, 0.2508], [1.0185, -0.0183, -0.3902], [-0.2067, 0.1067, 0.2308], [-0.8355, -0.3109, -0.1262], [0.1380, -0.1307, 0.2126], [0.3945, 0.1363, 0.4530], [-0.3526, -0.4036, 0.4027], [0.5360, -0.5196, -1.5166], [-0.9439, 1.2207, 1.6953], [-0.6971, -1.9320, -1.9460], [-1.4059, -1.5374, -1.1332], [-0.9237, 2.0963, 0.4349], [3.7629, 1.6864, 3.1813], [-0.5147, -0.7556, 0.4764], [-0.0641, 0.5626, -0.3861], [0.0652, -0.5383, -0.5190], [0.2102, 0.4161, 0.4275], [0.2954, 0.1523, 0.4035], [-0.1052, -0.5830, -0.4838], [0.0565, 0.1668, -0.1964], [-0.4838, -0.1644, 0.0417], [-0.0049, -0.1738, -0.6035], [0.6401, 0.5992, 0.2542], [-0.5179, 1.0271, 0.7256], [1.5734, -0.1485, -2.5584], [-0.3996, 1.0722, -0.4305], [0.7998, 1.5839, 0.5086], [-0.3733, -1.6747, 2.0792], [-1.8080, 0.2013, -0.7361], [0.2129, -0.0130, -0.0369], [-0.3677, 0.0191, -0.2697], [-0.1627, -0.5290, 0.0982], [0.1487, -1.0008, 0.6029], [0.4624, -0.0123, 0.0123], [0.0119, -0.3003, 0.2318], [-0.1035, -0.2145, -0.4939], [-0.1082, -0.6225, 0.0672], [0.7332, -0.2483, -0.8168], [-1.2843, 0.2963, 2.1144], [1.7441, 1.3766, -1.1649], [1.8965, -1.5038, 1.9789], [-1.4581, 0.6174, 0.3721], [-0.4770, -0.1324, -0.1091], [-0.9851, -0.8941, -2.3549], [0.2634, 0.0288, 0.0325], [0.0673, -0.3485, 0.2946], [0.0295, 0.8592, 0.2894], [-0.4107, 0.0136, 0.1167], [0.5263, -0.1279, -0.7629], [-0.2379, 0.0965, -0.0107], [-0.0500, 0.0936, 0.1196], [-0.1991, 0.0967, -0.0269], [0.7239, 0.0276, 1.1845], [0.2469, -0.2663, -0.1639], [0.1985, -1.2166, 1.6334], [-0.6370, 0.8278, -0.3106], [0.1934, 0.2248, 0.1574], [-0.7184, -0.5500, -1.8790], [0.5086, 0.9154, 0.0570], [-0.2235, 0.2684, -0.0521], [0.3359, -0.0417, -0.0036], [-0.3929, -0.2151, -0.5989], [-0.0572, 0.2308, 0.2318], [0.3825, -0.3513, -0.4650], [-0.0782, -0.0983, -0.1607], [-0.1722, 0.2924, 0.0393], [-0.2576, -0.0182, 0.3751], [1.8703, -0.0681, -2.7232], [-1.7946, -1.2219, -0.3857], [-0.5320, 2.0056, 4.2052], [-0.9839, -0.3246, -1.2453], [1.1506, 1.7949, -0.4004], [-1.3174, -0.1974, -1.0569], [2.9764, -2.2593, 0.8917], [0.0487, -0.2814, 0.5800], [-0.5633, -0.0253, -0.3103], [-0.4104, 0.5715, -0.1176], [0.1866, 0.4273, 0.4071], [-0.1443, -0.2903, -0.1865], [-0.4675, -0.1867, -0.3019], [-0.1277, -0.0010, -0.0709], [-0.2228, -0.0715, 0.5012], [-1.0205, -0.8633, 1.3674], [-0.2449, 1.2682, -1.5305], [0.2099, -1.9260, -1.5879], [-0.2171, 1.6970, -1.0816], [0.6540, -0.5738, 1.3008], [-0.8272, 0.5951, 0.5742], [1.2135, 0.1700, 0.1304], [0.9385, 0.1094, 0.7389], [0.0845, 0.2426, -0.4065], [-0.1825, -0.1883, -0.1826], [0.0917, 0.0818, 0.3741], [-0.2185, 0.0042, -0.3435], [0.1183, -0.5118, 0.3014], [-0.4269, -0.0197, -0.1076], [-0.0487, -0.0521, 0.4970], [2.3388, 0.2740, -0.1077], [-0.6979, 0.1908, -0.8088], [1.7367, -0.6170, -0.8904], [-1.2530, 0.7438, 0.4534], [-0.4452, -0.6384, -0.2783], [-1.5500, -0.3107, 2.3389], [0.1616, -0.0808, -0.3906], [-0.1264, 0.1479, 0.2495], [-0.2251, 0.2293, 0.1897], [0.1945, -0.0588, -0.0735], [0.0718, 0.2693, -0.5050], [-0.1491, -0.0928, -0.1132], [-0.4464, 0.6284, 0.8138], [0.9748, -1.2957, 0.7111], [-2.7228, 1.2086, 0.1156], [1.0756, 0.6300, -0.9017], [0.9228, -0.6541, 1.5251], [0.1084, 0.4132, -2.0137], [-0.0501, -0.1686, 0.0658], [0.1652, -0.2482, 0.1844], [0.0302, -0.1455, -0.1846], [-0.0997, 0.0179, -0.2622], [-0.1241, -0.0583, -0.0318], [0.1588, -0.2443, -0.0111], [1.2918, 0.6708, -0.6018], [0.9824, 0.5302, 0.6153], [0.2095, -0.6613, -1.3768], [-0.6713, -0.1599, -1.0144], [-3.2277, -1.1196, 1.0465], [2.0203, 0.6608, 0.6047], [-0.1360, 0.1495, -0.1840], [0.0582, -0.2732, 0.5847], [0.1291, 0.2070, -0.1061], [-0.0632, -0.0134, 0.5428], [-0.0124, -0.0117, 0.0169], [-0.4510, -0.3366, -0.1745], [0.7441, -0.3838, -1.6503], [-0.3308, 1.2167, -0.0476], [0.3495, -0.7586, -0.6459], [-0.7031, -0.5669, 1.0800], [1.2081, 1.5671, -0.8212], [-0.9461, -0.3409, 0.3851], [-0.1776, -0.3539, 0.4443], [-0.3411, -0.2852, -0.0504], [-0.0160, -0.1719, -0.3659], [-0.2231, 0.2194, 1.1678], [0.4845, -0.3408, 0.1766], [-0.0524, 0.1718, 0.3724]],
  "lumo_energy_ev": 0.04,
  "gap_ha": 0.3383,
  "de_lowest_kj_mol": 0.0,
  "energy_ev": -166798.18505,
  "multiplicity": 1,
  "smiles": "CCOS(C)(=O)=O.CCOS(C)(=O)=O.CCOS(C)(=O)=O.CCOS(C)(=O)=O.CCOS(C)(=O)=O.CCOS(C)(=O)=O.CCOS(C)(=O)=O.c1ccccc1.c1ccccc1.c1ccccc1.c1ccccc1",
  "homo_energy_ev": -9.161
}

=====

{
  "formula": "C4H25NO9S2",
  "method": "ωB97M-V/def2-TZVPD",
  "symbols": ["S", "S", "C", "C", "C", "N", "C", "O", "H", "H", "H", "H", "H", "H", "H", "H", "H", "H", "H", "O", "H", "H", "O", "H", "H", "O", "H", "H", "O", "H", "H", "O", "H", "H", "O", "H", "H", "O", "H", "H", "O"],
  "coordinates": [[-1.059, -3.348, 2.622], [0.489, -2.293, 1.901], [-0.063, -1.491, 0.371], [0.795, -0.228, 0.090], [0.335, 0.951, 0.940], [0.611, 0.122, -1.347], [1.663, 0.025, -2.232], [2.825, -0.030, -1.843], [-1.795, -2.492, 3.361], [-1.129, -1.189, 0.378], [0.038, -2.156, -0.520], [1.840, -0.434, 0.254], [0.548, 0.755, 1.993], [0.977, 1.842, 0.699], [-0.734, 1.250, 0.780], [-0.325, 0.026, -1.714], [1.422, 0.077, -3.305], [-2.688, 0.747, -0.025], [-2.067, 1.572, -1.167], [-2.597, 0.822, -0.994], [-1.380, 0.769, 4.499], [-0.393, 0.087, 3.507], [-1.335, 0.163, 3.776], [4.541, -0.952, 0.633], [3.730, -0.132, -0.336], [4.170, -0.062, 0.465], [-2.321, 0.318, 2.371], [-3.788, 0.649, 1.983], [-2.946, 0.431, 1.648], [3.589, 1.853, 0.738], [2.888, 1.770, -0.579], [2.976, 2.354, 0.172], [-2.620, -2.175, -1.719], [-2.388, -0.610, -1.822], [-2.189, -1.516, -2.225], [0.026, 2.373, -1.233], [-0.729, 3.632, -0.816], [-0.810, 2.795, -1.324], [0.264, -2.526, -3.916], [-0.636, -1.842, -2.849], [0.268, -1.907, -3.217]],
  "forces_ev_per_angstrom": [[-2.4303, -1.9012, 0.7725], [2.1138, 1.8177, -0.6652], [0.0076, 0.0644, -1.2746], [-1.6546, 0.0976, -0.3594], [0.4130, 1.3307, -0.2053], [1.2824, -0.0125, -0.5236], [-0.7258, 0.4861, 1.0697], [0.0557, 0.0029, -0.5211], [0.1624, 0.2159, -0.0312], [0.4601, -0.2092, 0.4510], [0.0979, 0.1734, 0.8189], [0.1792, -0.0173, 0.0507], [-0.1859, -0.0601, -0.0933], [-0.6592, -0.8341, 0.2616], [0.9649, -0.6201, 0.2744], [0.0884, -0.0850, -0.0312], [-0.1422, 0.0461, 0.4603], [-0.0232, -0.1246, 0.1135], [1.0638, 1.6352, -0.2794], [-1.3074, -1.6663, -0.0020], [0.1282, 0.6575, 0.7516], [-0.6298, -0.1120, 0.3427], [0.6141, -0.7381, -0.8860], [-0.3609, 0.8034, -0.0052], [-1.4827, -0.3225, -2.9243], [2.2601, -0.7450, 3.1768], [0.2407, -0.0249, 0.7501], [-1.3197, 0.2766, 0.7887], [0.8046, -0.2196, -1.5507], [-0.2419, 0.1136, -0.1537], [-0.0012, -0.2846, -0.5310], [0.4305, 0.5295, 0.4593], [-0.6680, -0.8574, 0.9646], [-0.0528, -0.9657, -0.0882], [0.4405, 1.7886, -0.8007], [1.2671, -0.7948, 0.1763], [-0.1191, -0.8573, -0.4788], [-0.9771, 1.9535, 0.1160], [-0.2134, -1.0473, -1.0653], [-0.1414, -0.1899, -0.1529], [0.2616, 0.6966, 0.8245]],
  "lumo_energy_ev": [2.47, 2.50],
  "s_squared": 0.75,
  "gap_ha": [0.0695, 0.2908],
  "de_lowest_kj_mol": 0.0,
  "charge": -1,
  "energy_ev": -46142.46183,
  "multiplicity": 2,
  "homo_energy_ev": [0.574, -5.414]
}